105
Properties=species:S:1:pos:R:3:forces:R:3:mulliken_charge:R:1 method="wB97M-V/def2-TZVPD" de_lowest_kj_mol=180.45 e_homo_ev=-7.627
Pt 0.480 0.293 -0.461 0.271 -0.673 -0.564 1.526
C 0.448 -0.171 3.820 0.099 0.037 -0.040 -0.872
O -0.017 -0.809 2.645 0.131 0.219 -0.063 -0.321
C -0.961 -1.767 2.802 0.014 -0.077 -0.182 0.083
C -1.530 -2.074 4.021 -0.084 0.012 0.115 0.253
C -2.506 -3.063 4.079 -0.024 -0.087 -0.136 -0.561
Br -3.292 -3.471 5.751 -0.032 0.006 0.025 -0.220
C -2.877 -3.761 2.957 0.000 0.038 0.074 -1.112
C -2.270 -3.478 1.725 -0.069 -0.053 -0.017 0.710
C -1.336 -2.452 1.626 -0.009 -0.069 -0.106 0.589
O -0.733 -2.069 0.469 0.093 0.023 0.707 -0.712
C -2.637 -4.361 0.602 0.048 -0.116 -0.016 0.315
N -3.762 -5.027 0.539 0.051 -0.045 -0.046 -0.507
C -3.664 -5.796 -0.608 0.043 -0.275 0.227 0.636
C -4.580 -6.685 -1.174 0.006 0.000 0.057 -0.991
C -4.224 -7.316 -2.349 -0.003 0.007 -0.013 -0.592
C -2.981 -7.083 -2.962 -0.028 0.003 -0.031 -0.594
C -2.059 -6.211 -2.416 0.005 0.027 -0.006 -1.014
C -2.430 -5.577 -1.234 0.204 -0.017 0.211 0.433
N -1.783 -4.666 -0.425 -0.233 -0.326 0.129 0.305
H -0.354 0.362 4.337 0.015 0.002 -0.023 0.320
H 1.199 0.543 3.492 0.012 0.028 0.002 0.104
H 0.909 -0.891 4.502 -0.024 0.010 -0.004 0.430
H -1.239 -1.550 4.924 -0.055 -0.094 -0.126 0.536
H -3.619 -4.543 2.994 0.004 -0.032 0.015 0.625
H -1.130 -2.388 -0.384 -0.042 0.080 -0.002 0.307
H -5.534 -6.868 -0.696 0.034 0.026 -0.033 0.482
H -4.915 -8.009 -2.813 0.017 0.018 0.011 0.400
H -2.742 -7.599 -3.883 -0.008 0.015 0.025 0.398
H -1.097 -6.036 -2.884 -0.035 0.016 0.015 0.496
H -0.904 -4.227 -0.628 0.038 -0.089 0.010 0.377
C -2.927 1.426 2.909 0.104 -0.006 0.136 -0.720
Si -3.043 1.542 1.040 0.253 -0.334 0.443 0.550
C -4.142 3.013 0.657 0.013 0.087 -0.192 -1.201
C -3.770 -0.045 0.372 0.115 -0.015 -0.070 -0.149
Si -0.926 2.072 0.126 -0.233 0.527 -0.875 -0.917
Si 0.065 4.061 0.931 0.174 -0.136 0.313 1.153
C -1.076 5.551 1.002 -0.221 -0.021 -0.076 -1.223
C 0.616 3.811 2.713 0.087 -0.097 0.043 -1.092
C 1.573 4.483 -0.108 -0.006 -0.014 -0.132 -1.089
Si -1.416 2.477 -2.188 0.054 0.747 0.623 0.264
C -2.904 1.545 -2.832 0.157 -0.147 -0.111 -0.399
C -1.949 4.294 -2.071 -0.146 0.063 -0.386 -1.400
C 0.138 2.510 -3.247 -0.097 -0.125 -0.156 -1.194
H -3.924 1.376 3.358 0.028 -0.014 -0.049 0.473
H -2.418 2.301 3.325 -0.021 -0.058 0.019 0.270
H -2.380 0.528 3.217 -0.070 0.114 -0.054 -0.065
H -5.066 2.881 1.230 0.011 0.043 -0.047 0.492
H -4.402 3.077 -0.403 -0.004 -0.024 0.059 0.218
H -3.692 3.965 0.952 -0.041 -0.059 0.028 0.216
H -4.404 -0.503 1.137 0.019 0.010 -0.051 0.784
H -3.000 -0.774 0.101 -0.056 0.062 0.041 -0.185
H -4.386 0.118 -0.515 0.033 -0.012 0.098 -0.432
H -1.847 5.415 1.767 0.064 0.019 -0.017 0.302
H -1.574 5.797 0.063 0.126 -0.007 0.137 0.361
H -0.462 6.408 1.297 -0.036 -0.024 0.020 0.379
H -0.220 3.506 3.349 0.037 0.021 -0.034 0.280
H 1.009 4.754 3.104 0.000 -0.052 0.008 0.387
H 1.402 3.057 2.809 -0.027 0.029 -0.014 0.228
H 1.290 5.052 -0.998 0.015 -0.019 0.043 0.306
H 2.111 3.597 -0.448 0.001 0.045 0.023 0.300
H 2.267 5.091 0.479 -0.030 0.016 -0.040 0.403
H -3.735 2.238 -2.989 0.032 -0.029 0.002 0.610
H -3.227 0.754 -2.157 -0.014 -0.012 -0.025 -0.449
H -2.669 1.065 -3.783 0.002 0.052 -0.010 0.057
H -2.637 4.483 -1.244 0.026 -0.034 -0.071 0.305
H -2.474 4.577 -2.993 0.071 0.018 0.052 0.517
H -1.086 4.960 -1.969 -0.079 -0.046 0.037 0.338
H 0.801 1.676 -3.030 0.041 -0.039 -0.003 0.196
H 0.669 3.442 -3.035 0.017 -0.074 -0.015 0.328
H -0.094 2.484 -4.317 -0.036 0.049 0.056 0.431
O 3.015 1.201 0.692 2.223 0.751 0.798 -0.577
C 2.000 0.936 0.304 -2.516 -0.581 -0.132 0.472
C -6.879 0.480 -2.588 -0.030 0.017 -0.013 -1.866
C -6.054 -0.763 -2.369 -0.024 -0.056 -0.032 1.552
C -6.286 -1.517 -1.229 -0.093 -0.083 -0.132 -1.224
C -5.559 -2.676 -1.000 -0.088 -0.002 0.035 -0.126
C -4.590 -3.053 -1.899 0.087 0.210 -0.177 0.578
C -4.315 -2.298 -3.052 0.127 0.072 0.219 -0.610
N -3.278 -2.848 -3.858 -0.321 0.234 -0.292 -0.054
C -2.339 -2.105 -4.637 0.087 0.052 0.218 -0.691
C -2.492 -2.033 -6.019 -0.049 -0.050 0.101 -0.357
C -1.572 -1.357 -6.801 0.023 0.025 -0.059 -0.548
C -0.467 -0.750 -6.217 0.018 0.021 -0.030 -0.957
C -0.296 -0.819 -4.845 -0.048 -0.025 0.023 -0.317
C -1.217 -1.498 -4.051 -0.042 0.110 0.109 0.787
C -0.991 -1.554 -2.564 -0.616 -0.056 0.221 -0.052
O -1.147 -2.640 -1.975 0.351 0.781 -0.413 -0.838
O -0.720 -0.422 -2.002 0.039 -0.426 -0.264 -0.613
C -5.070 -1.141 -3.307 0.049 -0.039 0.010 1.423
C -4.937 -0.302 -4.555 -0.129 -0.074 -0.053 -1.735
H -7.620 0.584 -1.797 0.013 0.000 -0.009 0.407
H -7.408 0.458 -3.544 0.024 -0.004 0.028 0.392
H -6.259 1.382 -2.587 -0.004 -0.006 0.004 0.259
H -7.044 -1.196 -0.522 0.011 -0.008 -0.016 0.285
H -5.733 -3.282 -0.117 0.045 0.032 -0.047 0.476
H -4.020 -3.957 -1.726 -0.134 0.275 -0.158 -0.560
H -2.774 -3.511 -3.293 0.078 -0.204 0.065 0.101
H -3.354 -2.515 -6.462 0.011 0.014 0.024 0.495
H -1.713 -1.309 -7.874 0.010 -0.008 0.022 0.403
H 0.258 -0.228 -6.829 -0.016 -0.017 0.016 0.452
H 0.560 -0.353 -4.375 -0.018 0.034 0.003 0.526
H -5.629 -0.649 -5.331 0.010 -0.022 0.024 0.400
H -3.945 -0.317 -4.981 0.130 -0.047 -0.046 0.144
H -5.177 0.739 -4.353 -0.011 -0.040 -0.016 0.513